{
  "formula": "C3H5NO2",
  "method": "the ωB97M-V functional and the def2-TZVPD basis",
  "largest_force_ev_per_a": 1.183,
  "e_lumo_ev": 0.29,
  "de_lowest_kcal_mol": 74.5,
  "orbital_gap_ev": 10.41,
  "mol_weight_g_mol": 87.1,
  "total_energy_ev": -8774.4620,
  "species": ["H", "C", "H", "O", "O", "H", "N", "H", "C", "C", "H"],
  "xyz": [[0.1127, 1.1935, 0.9057], [-0.9603, 1.2372, 0.6531], [-1.1923, 1.5467, -0.3877], [-1.8265, 0.9260, 1.4352], [-0.0734, -1.2651, -1.1264], [-1.7231, -1.4900, 0.0124], [2.1300, 0.7730, 0.2132], [-0.0682, -1.4435, 0.8944], [-0.6255, -1.4091, -0.0611], [2.1197, 0.2221, -0.8005], [2.1069, -0.2906, -1.7382]],
  "atomic_forces_ev_per_a": [[-0.2, 0.1, 0.1], [-0.2, 0.0, 0.2], [-0.1, 0.0, 0.1], [0.3, 0.1, -0.3], [-0.3, -0.2, 0.4], [0.1, -0.1, 0.0], [0.2, -0.6, -1.0], [0.0, 0.0, -0.2], [0.1, -0.1, -0.3], [0.2, 0.6, 0.9], [0.0, 0.0, 0.1]]
}

{
  "formula": "C3H5NO2",
  "method": "the ωB97M-V functional and the def2-TZVPD basis",
  "largest_force_ev_per_a": 0.722,
  "e_lumo_ev": -0.25,
  "de_lowest_kcal_mol": 69.6,
  "orbital_gap_ev": 10.31,
  "mol_weight_g_mol": 87.1,
  "total_energy_ev": -8774.6763,
  "species": ["N", "O", "C", "H", "C", "H", "H", "O", "H", "C", "H"],
  "xyz": [[0.4344, 1.7096, 0.1464], [0.9718, -1.5614, 0.0085], [-0.2429, 0.6587, 0.1758], [-1.8506, -1.4814, 1.1358], [-1.4943, -1.0013, 0.2209], [-1.9953, -1.4074, -0.6617], [2.7185, 0.7569, -0.7742], [-1.6019, 0.4421, 0.2873], [3.1877, 0.1864, -0.8639], [0.0269, -0.8430, 0.1039], [-0.1543, 2.5408, 0.2214]],
  "atomic_forces_ev_per_a": [[-0.4, -0.4, 0.0], [-0.6, 0.4, 0.1], [0.4, 0.5, 0.0], [0.1, 0.1, -0.1], [-0.1, -0.3, 0.0], [0.1, 0.0, 0.1], [0.1, 0.0, 0.0], [0.0, 0.1, 0.0], [0.0, 0.1, 0.0], [0.4, -0.5, 0.0], [0.0, 0.0, 0.0]]
}

{
  "formula": "C3H5NO2",
  "method": "the ωB97M-V functional and the def2-TZVPD basis",
  "largest_force_ev_per_a": 1.901,
  "e_lumo_ev": 0.73,
  "de_lowest_kcal_mol": 23.8,
  "orbital_gap_ev": 9.83,
  "mol_weight_g_mol": 87.1,
  "total_energy_ev": -8776.6633,
  "species": ["C", "O", "C", "O", "H", "N", "H", "C", "H", "H", "H"],
  "xyz": [[-1.5503, 0.8790, -0.0877], [-1.2917, 1.4366, 0.9725], [-0.6189, -0.0401, -0.7751], [1.3421, -1.2863, -0.9248], [-0.8822, -0.3324, -1.7836], [0.9533, -0.2369, 1.0637], [-2.5073, 1.0384, -0.6112], [0.5085, -0.4766, -0.2064], [0.2702, 0.3486, 1.5657], [1.9569, -1.6291, -0.2520], [1.8194, 0.2988, 1.0390]],
  "atomic_forces_ev_per_a": [[1.4, -0.5, 0.0], [-0.6, -0.2, -0.2], [-1.7, 0.9, -0.1], [0.0, 0.4, 0.8], [0.1, -0.3, 0.2], [-0.2, 0.9, 0.9], [0.0, 0.2, 0.1], [0.8, -0.7, -1.0], [0.2, -0.3, -0.3], [0.0, -0.1, -0.5], [0.1, -0.3, 0.1]]
}

{
  "formula": "C3H5NO2",
  "method": "the ωB97M-V functional and the def2-TZVPD basis",
  "largest_force_ev_per_a": 0.604,
  "e_lumo_ev": 0.80,
  "de_lowest_kcal_mol": 64.6,
  "orbital_gap_ev": 8.62,
  "mol_weight_g_mol": 87.1,
  "total_energy_ev": -8774.8925,
  "species": ["O", "C", "H", "H", "H", "C", "H", "N", "O", "C", "H"],
  "xyz": [[-0.1842, 0.9710, 0.3491], [-1.5508, 0.7519, 0.0694], [-1.9881, -0.0068, 0.7379], [-2.0599, 1.7050, 0.2175], [-1.6952, 0.4245, -0.9728], [0.1514, -1.2767, -0.3722], [2.4278, 0.6581, -0.3278], [1.9689, 0.0752, 0.3618], [-0.1521, -2.3851, -0.6433], [0.6009, -0.1255, 0.1099], [2.4813, -0.7917, 0.4703]],
  "atomic_forces_ev_per_a": [[0.0, -0.1, 0.0], [-0.3, 0.0, -0.1], [0.1, 0.2, -0.1], [0.1, -0.2, 0.0], [0.1, 0.1, 0.2], [0.0, -0.3, 0.0], [0.0, 0.0, -0.1], [0.2, -0.1, 0.0], [0.1, 0.6, 0.1], [0.0, -0.3, -0.1], [-0.1, 0.2, 0.1]]
}

{
  "formula": "C3H5NO2",
  "method": "the ωB97M-V functional and the def2-TZVPD basis",
  "largest_force_ev_per_a": 4.218,
  "e_lumo_ev": -0.36,
  "de_lowest_kcal_mol": 61.8,
  "orbital_gap_ev": 10.03,
  "mol_weight_g_mol": 87.1,
  "total_energy_ev": -8775.0138,
  "species": ["C", "H", "O", "H", "O", "H", "C", "C", "H", "H", "N"],
  "xyz": [[1.1930, -0.0247, -0.1024], [1.1726, -0.3229, 2.0106], [2.1199, -0.0406, -0.8702], [-3.0403, -0.6809, -1.3978], [-2.5344, 0.1217, -1.2165], [-1.6551, 0.1225, -1.8104], [1.2456, 0.5058, 1.3021], [-0.1267, -0.5414, -0.4999], [0.4072, 1.1793, 1.4863], [2.1820, 1.0355, 1.4654], [-0.9638, -1.3544, -0.3672]],
  "atomic_forces_ev_per_a": [[0.7, 0.9, -0.5], [-0.1, 0.0, -0.1], [-0.3, -0.1, 0.3], [0.4, 0.1, -0.3], [1.6, 1.3, -2.4], [-3.8, -0.3, 1.8], [0.0, 0.0, 0.1], [-1.1, -3.1, 1.5], [0.0, -0.1, 0.0], [0.0, -0.1, -0.1], [2.5, 1.3, -0.3]]
}

{
  "formula": "C3H5NO2",
  "method": "the ωB97M-V functional and the def2-TZVPD basis",
  "largest_force_ev_per_a": 4.800,
  "e_lumo_ev": 0.70,
  "de_lowest_kcal_mol": 56.3,
  "orbital_gap_ev": 10.28,
  "mol_weight_g_mol": 87.1,
  "total_energy_ev": -8775.2534,
  "species": ["O", "H", "C", "C", "N", "C", "H", "H", "H", "H", "O"],
  "xyz": [[1.2500, 0.7505, -0.4634], [-0.9292, -0.2353, 1.5390], [-0.7420, 0.1034, 0.5070], [0.6337, -0.4139, 0.0183], [-1.7265, -0.5078, -0.3554], [0.0389, 1.4512, 0.1968], [-2.6976, -0.2867, -0.0610], [-0.4854, 2.1037, -0.4966], [-1.5488, -0.3083, -1.4035], [0.1436, 2.1003, 1.1155], [1.0024, -1.5834, 0.1460]],
  "atomic_forces_ev_per_a": [[-3.1, -0.6, 2.5], [0.2, 0.7, -0.3], [2.7, -0.1, -1.4], [0.7, -4.6, 1.2], [-0.8, 1.1, -1.6], [-1.7, 1.2, 0.4], [1.0, 0.0, -0.7], [0.3, -0.2, -0.6], [-0.7, -0.3, 2.5], [1.1, -1.0, -0.9], [0.1, 3.8, -1.2]]
}

{
  "formula": "C3H5NO2",
  "method": "the ωB97M-V functional and the def2-TZVPD basis",
  "largest_force_ev_per_a": 0.469,
  "e_lumo_ev": 0.84,
  "de_lowest_kcal_mol": 42.5,
  "orbital_gap_ev": 10.62,
  "mol_weight_g_mol": 87.1,
  "total_energy_ev": -8775.8534,
  "species": ["H", "C", "C", "O", "H", "H", "C", "O", "N", "H", "H"],
  "xyz": [[1.0353, -0.2076, 1.6637], [-0.0241, -1.4147, 0.2232], [0.0536, -0.2107, 1.1754], [-1.0180, -2.0960, 0.1625], [-0.7282, -0.3497, 1.9256], [0.9120, -1.6938, -0.2873], [-0.0923, 1.3161, -0.6673], [-0.1614, 1.1070, 0.6475], [0.1880, 0.4153, -1.5080], [-0.3166, 2.3654, -0.8761], [0.1519, 0.7687, -2.4593]],
  "atomic_forces_ev_per_a": [[-0.1, 0.0, -0.1], [-0.2, -0.2, 0.0], [0.0, -0.2, 0.2], [0.4, 0.3, 0.0], [0.1, 0.0, -0.1], [-0.1, 0.0, 0.0], [0.0, -0.1, -0.2], [-0.1, 0.0, -0.1], [-0.1, 0.3, 0.2], [0.0, -0.1, 0.0], [0.0, 0.0, 0.1]]
}

{
  "formula": "C3H5NO2",
  "method": "the ωB97M-V functional and the def2-TZVPD basis",
  "largest_force_ev_per_a": 4.621,
  "e_lumo_ev": 0.12,
  "de_lowest_kcal_mol": 76.7,
  "orbital_gap_ev": 9.43,
  "mol_weight_g_mol": 87.1,
  "total_energy_ev": -8774.3678,
  "species": ["O", "C", "H", "H", "H", "N", "O", "C", "H", "H", "C"],
  "xyz": [[-0.4038, 1.9048, -0.0565], [1.4463, -0.4874, 0.9149], [-0.7646, -0.8258, -0.2709], [-2.7870, 0.4947, -0.6570], [2.3293, -0.2392, 0.3047], [0.1866, -0.3952, 0.1053], [-1.8265, -0.2807, -2.2575], [-0.4553, 0.7241, -0.2342], [1.4380, 0.2006, 1.7742], [1.5770, -1.5025, 1.2917], [-1.8439, 0.1484, -1.1271]],
  "atomic_forces_ev_per_a": [[0.6, 0.0, 0.2], [-0.5, -0.2, -0.2], [3.4, -2.5, 1.8], [-0.1, -0.2, 0.0], [-0.5, -0.1, 0.0], [-1.3, 0.5, -0.6], [0.3, 0.0, 1.2], [-1.9, 0.6, -1.3], [-0.3, -0.2, -0.4], [-0.2, 0.1, -0.1], [0.5, 2.0, -0.6]]
}

{
  "formula": "C3H5NO2",
  "method": "the ωB97M-V functional and the def2-TZVPD basis",
  "largest_force_ev_per_a": 8.988,
  "e_lumo_ev": [0.60, -2.61],
  "de_lowest_kcal_mol": 22.2,
  "spin_multiplicity": 3,
  "orbital_gap_ev": [6.37, 7.95],
  "mol_weight_g_mol": 87.1,
  "total_energy_ev": -8771.5438,
  "species": ["H", "H", "O", "H", "C", "C", "C", "O", "H", "H", "N"],
  "xyz": [[0.1663, -0.7661, 1.2541], [-1.7121, 0.3455, 1.0141], [1.9621, 0.8119, -0.9035], [3.5738, -0.0808, 0.4363], [-1.5863, 0.4582, -0.0874], [0.3510, -0.6622, 0.0842], [1.6898, -0.1138, -0.1648], [2.6665, -0.6202, 0.5643], [0.4940, -1.6718, -0.3704], [-2.1674, 1.2462, -0.5159], [-0.6501, -0.0750, -0.6697]],
  "atomic_forces_ev_per_a": [[0.1, 0.3, -2.6], [-0.2, -0.3, -0.9], [-1.0, -0.5, -0.3], [-3.3, -1.6, 0.0], [-7.1, 4.3, 3.5], [2.1, -2.8, 0.4], [2.2, 3.4, -0.5], [3.1, -0.1, 1.1], [-0.2, -0.1, 1.0], [-0.1, 0.8, -0.1], [4.3, -3.4, -1.5]]
}

{
  "formula": "C3H5NO2S",
  "method": "the ωB97M-V functional and the def2-TZVPD basis",
  "largest_force_ev_per_a": 5.925,
  "e_lumo_ev": -0.34,
  "de_lowest_kcal_mol": 128.7,
  "orbital_gap_ev": 7.72,
  "mol_weight_g_mol": 119.1,
  "total_energy_ev": -19606.9284,
  "species": ["N", "O", "H", "C", "C", "H", "S", "C", "O", "H", "H", "H"],
  "xyz": [[1.6229, 1.7805, -1.1971], [2.3100, -0.6692, -1.9045], [-1.5292, -0.5400, -1.0923], [-0.0988, -1.8453, 0.3228], [-0.5704, -0.7853, 1.0809], [1.9921, 2.2799, -0.4193], [1.4463, 0.0436, -0.8942], [-0.9214, -0.8116, -0.2605], [1.7605, -0.1768, 0.5649], [2.0938, 1.8979, -2.0777], [-0.6163, -0.4029, 2.0709], [0.6139, -2.5883, 0.2078]],
  "atomic_forces_ev_per_a": [[-0.8, -1.9, 0.0], [-1.0, 1.2, 1.7], [-0.2, 0.2, -0.2], [-3.5, 4.7, 0.9], [0.2, -2.7, -1.4], [0.6, 0.3, 0.4], [0.2, 0.4, -1.2], [2.6, -2.0, 1.0], [0.4, 0.6, -1.3], [0.4, 0.2, 0.0], [0.0, 0.5, 0.3], [0.8, -1.5, -0.2]]
}